Below is a gas-phase ion, C4H8NOS (charge +1) at a distorted geometry, with properties calculated with ωB97M-V/def2-TZVPD.

Geometry as ORCA input:
```
! RIJCOSX wB97M-V def2-TZVPD def2/J DEFGRID3
* xyz 1 1
H 0.85 -0.26 1.64
N 0.72 1.34 0.09
H 0.72 2.11 0.69
H -2.26 -1.76 1.16
H 1.75 1.45 -0.29
S -3.00 0.01 -0.52
H 2.21 -0.77 -0.32
H 0.02 1.38 -0.73
C -1.01 -0.15 0.36
H 0.78 -1.91 -0.63
C -2.07 -0.89 0.63
C 0.48 -0.03 0.59
H 1.02 -0.41 -1.54
O -1.40 0.80 -0.51
C 1.19 -0.91 -0.61
*
```

Output
LUMO energy: -4.20 eV
Energy above the lowest of the compared OMol25 structures with the same formula, charge and spin: 262.3 kJ/mol
Frontier orbital gap: 8.59 eV
Molar mass: 118.18 g mol⁻¹

Below is 2 unconnected molecules or ions with the total composition C4H8NOS at a distorted geometry, with properties calculated with ωB97M-V/def2-TZVPD.

Geometry as ORCA input:
```
! RIJCOSX wB97M-V def2-TZVPD def2/J DEFGRID3
* xyz 1 3
O 0.45 0.72 -1.09
C -0.59 0.43 2.34
H -0.55 -0.65 -2.30
N -0.48 0.51 1.12
S 0.46 3.23 0.60
H 1.23 -0.86 -2.30
H 0.30 -0.04 2.85
C 0.06 0.84 0.07
H 1.12 -1.78 -0.06
C 0.33 -0.64 -1.70
H -1.54 0.71 2.93
H 0.28 -2.52 -1.63
C 0.26 -1.75 -0.72
H -0.65 -1.84 -0.12
H -0.68 3.65 0.00
*
```

Output
LUMO energy (alpha / beta): -3.31 / -6.97 eV
Energy above the lowest of the compared OMol25 structures with the same formula, charge and spin: 175.0 kJ/mol
<S²>: 2.0216
Frontier orbital gap (alpha / beta): 9.15 / 7.38 eV
Molar mass: 118.18 g mol⁻¹